Entry from OMol25: the molecule C3H9NO2 in a non-equilibrium geometry (ωB97M-V with the def2-TZVPD basis set).

## Properties
* LUMO energy: 0.03159 Ha
* E: -324.9040 Eh
* frontier orbital gap: 9.40 eV
* relative energy (zero: lowest compared OMol25 entry of this formula, charge and spin): 43.03 kcal/mol
* SMILES: OCCNCO

XYZ file:
```
15
Properties=species:S:1:pos:R:3:forces:R:3
C -0.515 0.385 -0.296 0.23 0.20 -0.05
C -1.541 0.354 0.809 -0.43 0.52 -0.11
O -2.489 1.390 0.528 0.09 0.02 0.05
N 0.461 -0.655 -0.150 -0.35 0.58 0.74
C 1.670 -0.561 -0.896 -0.04 -0.06 -0.29
O 2.652 -1.421 -0.404 0.44 -0.40 0.09
H 0.002 1.350 -0.227 -0.09 0.04 -0.13
H -1.045 0.372 -1.261 0.00 -0.02 0.04
H -2.076 -0.587 0.837 -0.04 -0.48 -0.03
H -1.076 0.506 1.780 0.20 0.03 0.11
H -2.760 1.807 1.348 -0.01 -0.06 0.00
H 0.170 -1.494 0.313 0.26 -0.40 -0.43
H 2.002 0.487 -0.865 -0.08 0.02 -0.05
H 1.556 -0.834 -1.955 0.01 -0.05 0.05
H 2.990 -1.098 0.438 -0.18 0.08 -0.01
```
Positions in Å, forces in eV/Å.



Entry from OMol25: a cluster of 2 separate species, C3H9NO2 in total in a non-equilibrium geometry (ωB97M-V with the def2-TZVPD basis set).

## Properties
* LUMO energy: 0.02007 Ha
* E: -324.9326 Eh
* frontier orbital gap: 10.72 eV
* relative energy (zero: lowest compared OMol25 entry of this formula, charge and spin): 25.11 kcal/mol
* SMILES: CCNC=O.O

XYZ file:
```
15
Properties=species:S:1:pos:R:3:forces:R:3
O -1.572 -1.133 -0.673 0.68 0.65 -0.24
C -0.935 -0.123 -0.918 -0.95 -0.38 -0.26
N 0.019 0.418 -0.147 0.63 1.45 -0.82
C -0.354 -0.181 2.223 0.19 0.14 -0.11
C 0.589 -0.209 0.985 0.19 -1.04 1.94
H -1.064 0.482 -1.848 -0.67 -0.35 0.53
H 0.400 1.326 -0.422 -0.33 -0.69 0.05
H -0.405 0.848 2.616 -0.06 -0.39 -0.08
H 0.030 -0.843 3.017 -0.13 0.29 -0.30
H -1.374 -0.506 1.956 0.51 0.08 0.02
H 1.538 0.300 1.243 -0.46 -0.28 -0.23
H 0.827 -1.264 0.750 -0.10 0.47 0.00
O 0.831 0.326 -3.322 0.02 0.04 0.97
H 0.194 0.837 -2.774 0.99 -0.62 -0.84
H 1.276 -0.279 -2.687 -0.52 0.65 -0.63
```
Positions in Å, forces in eV/Å.



Entry from OMol25: a cluster of 3 separate species, C3H9NO2 in total in a non-equilibrium geometry (ωB97M-V with the def2-TZVPD basis set).

## Properties
* LUMO energy: -0.02258 Ha
* E: -324.8048 Eh
* frontier orbital gap: 8.61 eV
* relative energy (zero: lowest compared OMol25 entry of this formula, charge and spin): 105.29 kcal/mol

XYZ file:
```
15
Properties=species:S:1:pos:R:3:forces:R:3
C -0.978 -1.761 -0.002 -2.21 -0.60 1.17
C -1.399 -0.241 -0.140 3.13 -2.45 1.36
C -0.159 1.946 0.001 -0.17 3.94 1.56
H 0.076 -2.003 -0.341 -1.51 0.14 0.09
H -1.934 -2.173 -0.660 2.94 0.03 1.89
H -1.054 -2.105 1.237 -0.05 0.97 -3.78
H 0.680 0.108 0.162 -1.99 0.11 -0.79
H -1.122 2.539 -0.087 0.58 -1.36 0.54
H 0.272 2.143 1.083 -0.64 0.48 -2.21
H 0.418 2.596 -0.794 -0.23 -2.10 1.19
H 3.236 -0.019 -0.816 -4.51 -3.06 3.21
H 2.563 -0.902 0.831 -0.80 1.20 -4.67
N -0.266 0.540 -0.034 0.36 -0.57 -0.79
O -2.570 -0.007 -0.217 -0.62 1.62 -0.40
O 2.237 -0.663 -0.223 5.74 1.65 1.62
```
Positions in Å, forces in eV/Å.



Entry from OMol25: a cluster of 2 separate species, C3H9NO2 in total in a non-equilibrium geometry (ωB97M-V with the def2-TZVPD basis set).

## Properties
* LUMO energy (spin up / spin down): -0.18559 / -0.33316 Ha
* E: -324.5523 Eh
* frontier orbital gap (spin up / spin down): 8.73 / 4.72 eV
* net charge: +1
* relative energy (zero: lowest compared OMol25 entry of this formula, charge and spin): 45.95 kcal/mol
* spin multiplicity: 2
* expectation value of S²: 0.758

XYZ file:
```
15
Properties=species:S:1:pos:R:3:forces:R:3
C -2.422 0.659 1.454 -3.21 2.31 -0.16
O -1.153 1.174 1.430 2.02 0.43 -2.30
H -0.716 0.840 2.174 1.17 -0.44 1.73
H -2.491 -0.280 1.988 -0.29 -0.20 0.03
H -2.886 0.620 0.424 0.76 -0.33 0.94
H -2.980 1.527 1.954 -0.31 -1.84 -0.29
C -0.250 -0.248 -1.283 -4.37 -0.08 -2.59
C 0.975 -0.656 -0.786 6.80 1.72 0.55
O 1.564 -1.781 -0.736 -1.19 -0.06 0.13
N 1.909 0.348 -0.485 -3.85 0.70 0.09
H 2.892 0.298 -0.409 1.16 -0.97 0.15
H 1.513 1.272 -0.168 0.38 -1.44 -0.39
H -0.379 0.818 -1.085 -0.19 -0.22 0.15
H -1.109 -0.845 -0.900 0.58 0.44 -0.16
H -0.320 -0.358 -2.454 0.55 -0.04 2.11
```
Positions in Å, forces in eV/Å.



Entry from OMol25: a cluster of 2 separate species, C3H9NO2S in total (ωB97M-V with the def2-TZVPD basis set).

## Properties
* LUMO energy (spin up / spin down): 0.11115 / 0.03100 Ha
* E: -723.0868 Eh
* frontier orbital gap (spin up / spin down): 6.13 / 3.93 eV
* net charge: -1
* relative energy (zero: lowest compared OMol25 entry of this formula, charge and spin): 27.25 kcal/mol
* spin multiplicity: 2
* expectation value of S²: 0.753

XYZ file:
```
16
Properties=species:S:1:pos:R:3:forces:R:3
C 0.955 0.487 0.444 0.08 -0.42 -0.02
C 2.293 -0.010 -0.092 -0.49 -0.24 -0.14
S 3.563 1.212 -0.335 0.03 0.02 -0.09
N 0.105 -0.663 0.727 0.49 0.63 -0.04
C -1.303 -0.246 1.108 -0.14 -0.55 0.81
O -2.238 -0.903 0.446 0.00 0.05 -0.81
H 1.146 1.067 1.344 -0.10 0.07 0.23
H 0.468 1.151 -0.280 0.16 0.28 -0.14
H 2.106 -0.587 -1.010 0.29 0.18 0.02
H 2.709 -0.745 0.611 0.02 0.05 0.06
H 0.000 -1.158 -0.150 -0.32 -0.23 -0.06
H -1.363 0.870 1.039 0.19 0.19 -0.29
H -1.328 -0.448 2.206 -0.03 0.09 0.16
H -1.891 -0.491 -1.664 -0.29 -0.24 0.32
H -2.920 0.523 -1.957 0.27 -0.38 -0.32
O -2.303 -0.059 -2.437 -0.16 0.51 0.31
```
Positions in Å, forces in eV/Å.



Entry from OMol25: a cluster of 2 separate species, C3H9NO2S in total in a non-equilibrium geometry (ωB97M-V with the def2-TZVPD basis set).

## Properties
* LUMO energy: 0.21353 Ha
* E: -723.0543 Eh
* frontier orbital gap: 6.13 eV
* net charge: -2
* relative energy (zero: lowest compared OMol25 entry of this formula, charge and spin): 17.44 kcal/mol

XYZ file:
```
16
Properties=species:S:1:pos:R:3:forces:R:3
C 0.393 -0.330 0.193 0.18 -0.68 0.85
O 1.498 0.495 0.561 0.27 0.38 -0.11
C -0.702 0.480 -0.483 0.62 0.93 0.26
C -1.856 -0.375 -1.081 1.49 0.18 0.37
S -3.260 -0.838 -0.075 -0.57 0.07 0.58
N -1.155 1.573 0.371 -0.37 0.60 -0.06
H 0.774 -1.143 -0.440 -0.31 0.03 -0.10
H -0.025 -0.755 1.115 -0.09 -0.27 -0.16
H -0.171 1.001 -1.303 -0.23 -0.36 -0.20
H -1.298 -1.292 -1.302 -0.37 0.00 -0.80
H -2.156 0.180 -1.967 -0.17 -0.32 -0.34
H -1.944 1.329 0.951 -0.23 -0.53 -0.08
H -0.421 1.918 0.970 0.31 -0.14 -0.03
H 2.265 -0.041 0.861 -0.64 0.17 -0.04
H 3.693 -0.918 0.528 -0.07 0.03 -0.56
O 4.365 -1.284 1.099 0.18 -0.07 0.41
```
Positions in Å, forces in eV/Å.



Entry from OMol25: a cluster of 2 separate species, C3H9NO2S in total in a non-equilibrium geometry (ωB97M-V with the def2-TZVPD basis set).

## Properties
* LUMO energy: 0.00748 Ha
* E: -723.0786 Eh
* frontier orbital gap: 9.81 eV
* relative energy (zero: lowest compared OMol25 entry of this formula, charge and spin): 56.32 kcal/mol
* SMILES: O=CNCCS.O

XYZ file:
```
16
Properties=species:S:1:pos:R:3:forces:R:3
O -0.064 -1.500 -3.845 1.42 1.97 1.65
C 0.487 -0.698 -3.090 -0.34 -3.11 1.35
N 0.920 -1.044 -1.711 -1.85 0.81 -0.45
C 0.466 -0.088 -0.583 1.21 0.90 -1.57
C -0.233 -0.658 0.657 1.17 -1.82 -0.58
S -1.922 -1.282 0.548 0.04 -0.77 -1.19
H 0.840 0.291 -3.356 -0.21 0.51 -0.26
H 0.620 -1.994 -1.481 0.07 0.28 -0.34
H -0.144 0.696 -1.065 -0.41 -0.52 0.30
H 1.339 0.559 -0.284 -0.43 -1.15 0.13
H -0.168 0.095 1.405 -0.15 0.61 0.62
H 0.198 -1.566 1.125 0.97 0.78 -0.63
H -2.264 -0.249 1.204 -1.48 1.49 0.96
H 0.286 2.046 4.068 0.37 -1.71 0.71
H -0.393 2.586 2.808 -0.82 -0.74 -1.49
O 0.033 2.807 3.601 0.45 2.46 0.78
```
Positions in Å, forces in eV/Å.



Entry from OMol25: a cluster of 3 separate species, C3H9NO2S in total in a non-equilibrium geometry (ωB97M-V with the def2-TZVPD basis set).

## Properties
* LUMO energy (spin up / spin down): -0.21891 / -0.33830 Ha
* E: -722.6686 Eh
* frontier orbital gap (spin up / spin down): 6.98 / 4.10 eV
* net charge: +1
* relative energy (zero: lowest compared OMol25 entry of this formula, charge and spin): 99.83 kcal/mol
* spin multiplicity: 2
* expectation value of S²: 1.763

XYZ file:
```
16
Properties=species:S:1:pos:R:3:forces:R:3
O 2.511 0.588 0.413 0.34 -1.19 0.56
C 2.610 -0.687 0.481 0.09 0.66 0.06
C 1.947 -1.521 -0.409 0.19 0.35 -2.96
C -2.945 1.175 -0.389 -0.25 -0.10 0.80
S -1.815 -0.108 -0.917 -0.32 0.26 -0.10
N 1.248 -0.967 -1.460 -0.63 0.11 2.82
H 3.215 -1.202 1.237 0.20 0.67 0.26
H 2.329 -2.536 -0.537 -0.73 -0.05 0.58
H -3.975 0.844 -0.468 -0.13 -0.29 -0.38
H -2.858 2.068 -1.004 0.25 0.00 -0.19
H -2.801 1.423 0.662 0.27 0.18 -0.13
H 0.995 0.000 -1.236 0.19 -0.01 -0.55
H 0.348 -1.410 -1.659 0.50 -0.62 -0.81
H 0.472 0.899 2.064 0.84 -0.28 -0.17
H -0.819 0.461 1.244 0.53 -0.18 -0.10
O -0.462 0.975 1.977 -1.32 0.47 0.32
```
Positions in Å, forces in eV/Å.